Entry 1:
C19H28N2O4 | ωB97M-V/def2-TZVPD

```
53
Properties=species:S:1:pos:R:3:forces:R:3:nbo_charge:R:1
C 6.04791 0.86015 1.75590 -0.328 -0.330 0.117 -0.62
C 5.42010 -0.15301 2.70178 0.659 0.012 0.261 0.09
C 5.43860 0.32171 4.15126 -0.180 -0.257 -0.320 -0.63
H 4.87885 1.24945 4.24579 -0.022 0.120 0.016 0.21
H 6.46298 0.48788 4.47210 0.110 0.031 0.051 0.21
H 4.98757 -0.43059 4.79381 0.000 -0.026 0.086 0.23
H 5.93496 -1.12031 2.62944 -0.121 0.222 -0.014 0.20
O 4.06303 -0.34375 2.27180 -0.243 0.095 -0.150 -0.50
C 3.48932 -1.51386 2.56130 0.275 -0.205 0.172 0.77
O 4.03564 -2.42257 3.15149 -0.133 0.132 -0.085 -0.62
C 2.11493 -1.59151 2.07646 -0.367 0.366 -0.288 0.01
C 1.33350 -0.68249 1.40316 0.450 -0.144 0.233 -0.22
C 0.08014 -1.30193 1.19088 -0.210 -0.307 0.042 -0.10
C -1.10986 -0.87597 0.56410 0.078 -0.308 0.155 0.33
C -2.16922 -1.76046 0.53101 -0.141 0.505 -0.246 -0.34
C -2.07090 -3.03518 1.10298 0.249 -0.225 0.193 -0.18
C -0.92617 -3.47827 1.72032 -0.219 -0.201 0.003 -0.26
C 0.15314 -2.59800 1.75991 -0.338 0.496 -0.341 0.15
N 1.39389 -2.74243 2.28688 0.340 -0.128 0.187 -0.49
H 1.76872 -3.54637 2.76343 -0.021 0.050 -0.029 0.43
H -0.86166 -4.46326 2.15462 -0.030 -0.123 0.040 0.21
H -2.93173 -3.68468 1.04825 -0.056 -0.068 0.006 0.21
H -3.10137 -1.48924 0.06122 -0.049 0.061 -0.058 0.21
O -1.09160 0.38988 0.06304 0.359 -0.213 0.244 -0.50
C -2.19967 0.87538 -0.66650 -0.321 0.087 -0.578 -0.10
C -2.18638 0.34840 -2.10821 -0.460 -0.196 0.325 0.07
O -0.97252 0.69382 -2.73169 0.306 0.189 -0.075 -0.72
H -0.27735 0.65190 -2.06215 -0.025 -0.047 -0.089 0.48
C -3.35285 0.93006 -2.92859 0.414 -0.231 0.363 -0.24
N -3.45888 2.36182 -2.74293 -0.121 0.090 0.265 -0.66
H -4.18040 2.58599 -2.06875 -0.005 0.016 -0.071 0.36
C -3.59356 3.22092 -3.91451 -0.096 0.301 -0.179 0.13
C -3.58528 4.65971 -3.38667 0.055 -0.297 -0.126 -0.60
H -2.65960 4.84724 -2.84998 0.116 0.048 0.066 0.22
H -3.66739 5.36731 -4.20721 -0.044 0.104 -0.085 0.21
H -4.41868 4.82487 -2.70642 -0.122 0.038 0.100 0.20
C -2.38370 3.01547 -4.83100 -0.161 0.013 0.163 -0.63
H -2.25019 3.88009 -5.47546 -0.016 0.078 -0.129 0.21
H -1.49291 2.87649 -4.22575 0.138 0.018 0.028 0.24
H -2.50517 2.14051 -5.46393 0.038 -0.115 -0.101 0.20
C -4.89960 2.97022 -4.68750 0.294 0.033 0.178 -0.63
H -4.95153 1.93939 -5.03142 -0.017 -0.117 -0.069 0.20
H -4.95659 3.62419 -5.55385 -0.058 0.059 -0.153 0.21
H -5.76192 3.16414 -4.05120 -0.103 0.032 0.057 0.20
H -4.27137 0.39792 -2.64331 0.060 0.026 -0.103 0.18
H -3.13683 0.70062 -3.97154 -0.095 -0.073 -0.018 0.21
H -2.28133 -0.75195 -2.09410 -0.051 0.194 0.008 0.16
H -2.06890 1.95979 -0.69851 -0.065 -0.169 0.008 0.22
H -3.14607 0.64130 -0.16922 0.030 -0.010 0.047 0.18
H 1.62248 0.30339 1.10291 0.125 0.193 -0.028 0.24
H 5.51847 1.80678 1.82528 -0.019 0.148 -0.005 0.21
H 7.09021 1.01386 2.01959 0.103 0.030 0.029 0.21
H 5.99001 0.50424 0.73069 0.036 -0.002 -0.105 0.22
```
Forces are in eV/Å.

As for the multiplicity: 1. Its relative energy (zero: lowest compared OMol25 entry of this formula, charge and spin) is 1.064 eV. The total charge is 0. As for the SMILES: CC(C)OC(=O)c1cc2c(OC[C@H](O)CNC(C)(C)C)cccc2[nH]1. The calculation puts the HOMO-LUMO gap at 8.48 eV. The value obtained for the calculated total energy is -31328.3718 eV. As for the highest occupied orbital energy: -7.89 eV.


Entry 2:
C19H28N4O2 | ωB97M-V/def2-TZVPD

```
53
Properties=species:S:1:pos:R:3:forces:R:3:nbo_charge:R:1
C 5.09467 0.26386 -0.03668 -0.173 0.243 -0.104 -0.62
H 5.09830 -0.72275 -0.49174 0.021 -0.139 -0.025 0.21
H 4.87241 0.16375 1.02223 0.035 -0.059 0.133 0.20
H 6.08704 0.69721 -0.13541 0.101 0.010 0.051 0.21
C 4.08182 1.15593 -0.74484 0.083 -0.119 -0.009 -0.21
N 2.78733 0.52027 -0.91759 0.092 0.122 -0.185 -0.45
C 2.16890 0.02716 0.29503 -0.027 0.075 0.289 -0.24
C 1.88695 1.03517 1.43197 0.183 -0.393 -0.186 -0.26
N 0.73356 1.87397 1.20703 0.313 0.224 -0.299 -0.62
C -0.43927 1.70696 1.85140 -0.149 0.581 -0.049 0.70
O -0.61562 0.86097 2.70450 -0.126 -0.275 0.339 -0.65
C -1.50715 2.71875 1.45111 -0.113 -0.231 -0.108 -0.50
H -1.10533 3.72763 1.56128 0.012 0.022 0.013 0.22
H -2.35198 2.60287 2.13115 0.081 0.018 -0.011 0.24
C -1.98539 2.52649 0.00913 -0.043 0.252 0.137 -0.21
N -2.66157 1.25654 -0.15667 -0.203 0.348 0.141 -0.30
C -3.98367 1.21066 -0.48513 -0.402 -0.232 -0.279 0.67
O -4.65572 2.21640 -0.59004 -0.192 0.059 0.000 -0.61
C -4.50431 -0.18230 -0.78440 -0.050 0.026 0.134 -0.49
C -3.83311 -1.22051 0.10643 0.023 0.251 -0.190 -0.47
C -2.34647 -0.99355 0.07921 -0.497 0.219 -0.135 0.24
N -1.84694 0.17211 -0.04277 0.531 -0.676 0.055 -0.25
C -1.43211 -2.12885 0.24862 0.344 -0.228 0.114 -0.01
C -1.55637 -3.27205 -0.53610 -0.023 0.105 0.051 -0.22
C -0.68761 -4.33310 -0.36040 -0.004 -0.103 -0.074 -0.21
C 0.30224 -4.26968 0.60643 0.052 -0.036 0.015 -0.21
C 0.42291 -3.13892 1.39705 0.064 -0.056 0.001 -0.20
C -0.43544 -2.06935 1.21975 -0.161 -0.035 -0.040 -0.22
H -0.36803 -1.19385 1.84628 0.028 0.155 0.079 0.25
H 1.18782 -3.09055 2.15772 0.071 0.004 0.082 0.21
H 0.97546 -5.10294 0.74404 0.051 -0.066 0.016 0.21
H -0.78429 -5.21325 -0.97925 0.004 -0.059 -0.051 0.21
H -2.31667 -3.32265 -1.30263 -0.098 -0.014 -0.056 0.21
H -4.08715 -2.23407 -0.20391 0.036 0.031 0.076 0.23
H -4.16507 -1.09742 1.14387 0.001 -0.072 0.007 0.24
H -5.58805 -0.18144 -0.66743 0.091 0.097 -0.041 0.24
H -4.27910 -0.38650 -1.83713 -0.010 0.022 0.036 0.23
H -1.14338 2.56217 -0.68914 -0.068 0.019 -0.020 0.19
H -2.71033 3.30054 -0.25289 0.193 -0.128 0.003 0.25
H 0.80304 2.57987 0.49240 -0.105 -0.017 0.109 0.39
H 2.76025 1.67142 1.60278 -0.022 -0.070 0.080 0.19
H 1.67919 0.47372 2.34562 0.100 0.084 -0.038 0.24
H 1.23086 -0.45672 0.02564 0.054 -0.043 0.067 0.23
H 2.82600 -0.74559 0.69954 -0.079 -0.061 0.055 0.20
C 1.93214 1.28066 -1.80955 -0.073 -0.148 -0.166 -0.20
C 0.68377 0.51742 -2.23687 0.170 0.211 0.129 -0.64
H 0.96374 -0.47608 -2.57696 0.023 -0.139 -0.068 0.21
H 0.20508 1.04439 -3.05974 -0.098 0.035 -0.078 0.21
H -0.03540 0.41719 -1.42735 -0.023 -0.017 -0.033 0.23
H 1.64542 2.26364 -1.38743 0.047 0.029 -0.084 0.13
H 2.52795 1.48881 -2.70498 -0.036 0.103 0.107 0.19
H 4.45959 1.37203 -1.74923 -0.045 0.079 0.084 0.20
H 4.00905 2.12357 -0.21397 0.016 -0.009 -0.074 0.15
```
Forces are in eV/Å.

As for the multiplicity: 1. Its relative energy (zero: lowest compared OMol25 entry of this formula, charge and spin) is 1.972 eV. The total charge is 0. As for the SMILES: CCN(CC)CCNC(=O)CCN1N=C(c2ccccc2)CCC1=O. The calculation puts the HOMO-LUMO gap at 8.99 eV. The value obtained for the calculated total energy is -30213.1584 eV. As for the highest occupied orbital energy: -8.23 eV.


Entry 3:
C19H28N4O3TeZn | ωB97M-V/def2-TZVPD

```
56
Properties=species:S:1:pos:R:3:forces:R:3:nbo_charge:R:1
Zn 0.00000 0.00000 0.00000 5.051 9.379 2.824 1.62
C 0.74930 -3.08408 3.95626 0.162 0.252 -0.203 -0.41
N 0.03401 -1.93554 3.42873 -0.314 0.722 -1.718 -0.42
C -0.46427 -0.97842 4.40173 0.008 0.111 0.205 -0.42
C 0.12109 -1.52332 2.10923 -0.686 -0.618 2.276 0.65
O -0.29980 -0.45022 1.68608 -1.667 -3.070 6.308 -0.67
C 0.75989 -2.42579 1.09955 0.241 0.015 -0.042 -0.17
O 0.83820 -1.62721 -0.07837 0.473 -6.352 1.900 -0.56
C -0.33316 -1.64218 -0.89485 -1.282 -5.358 -3.073 -0.35
C -1.63652 -0.71112 -0.82894 -4.261 -2.306 -1.366 0.48
O -1.74703 0.32159 -0.16149 -5.001 -0.819 1.697 -0.66
N -2.70784 -1.12933 -1.64483 1.624 0.470 0.707 -0.44
C -3.98045 -0.43382 -1.52549 -0.125 0.095 -0.008 -0.41
C -2.71632 -2.34003 -2.44958 0.059 0.196 0.419 -0.41
H 0.18904 -3.50818 4.79447 0.098 0.080 -0.151 0.22
H 1.73397 -2.75363 4.29994 0.051 -0.276 0.169 0.20
H 0.87815 -3.85918 3.19800 -0.055 0.092 0.105 0.21
H -1.03461 -1.50844 5.17001 0.118 0.047 -0.062 0.20
H -1.11323 -0.23123 3.93676 0.250 -0.238 -0.068 0.25
H 0.38913 -0.47053 4.86131 -0.180 0.097 0.138 0.20
H 0.18438 -3.34280 0.94772 0.102 -0.058 -0.037 0.21
H 1.78274 -2.66012 1.40549 -0.023 -0.066 -0.238 0.23
H -0.68940 -2.67882 -0.91384 -0.200 0.029 0.248 0.22
H 0.05578 -1.43817 -1.90131 -0.418 -1.624 1.393 0.30
H -3.89867 0.50301 -0.96928 0.277 -0.276 -0.164 0.26
H -4.68706 -1.08975 -1.00819 -0.148 0.042 -0.039 0.19
H -4.35791 -0.20954 -2.52766 0.016 -0.017 0.135 0.21
H -1.72304 -2.57048 -2.83914 -0.085 -0.005 -0.022 0.20
H -3.39076 -2.21112 -3.30136 0.081 0.027 0.185 0.22
H -3.06708 -3.16814 -1.82715 -0.011 -0.261 -0.263 0.19
N -0.14137 -0.09613 -3.02116 1.142 -2.558 -3.146 -1.00
C 1.18275 -0.05602 -2.59136 1.707 -0.182 -0.892 0.36
C 2.22289 -0.03901 -3.51027 0.635 -0.153 -0.079 -0.28
C 3.53280 0.02207 -3.04231 -0.298 0.033 -0.262 -0.16
C 3.76031 0.07073 -1.67355 -0.343 0.071 0.056 -0.29
C 2.66062 0.05759 -0.83255 -0.105 0.106 -0.173 0.07
N 1.38082 -0.00468 -1.26401 4.933 0.764 -4.497 -0.66
H -0.30582 -0.88677 -3.63233 0.247 -0.845 -1.284 0.35
H -0.71476 -0.14253 -2.18224 -0.456 0.038 -2.180 0.41
H 2.01896 -0.05992 -4.57480 -0.124 0.027 0.138 0.23
H 4.36397 0.03951 -3.74083 -0.131 -0.003 0.055 0.22
H 4.76560 0.12420 -1.27212 -0.149 -0.001 0.037 0.22
H 2.78151 0.10013 0.24599 -0.181 0.143 -0.086 0.22
Te -0.53544 1.78929 -1.76686 -2.421 10.769 0.910 -0.02
C -0.95549 3.25613 -3.23658 0.201 -0.581 -0.211 -0.25
C -1.77371 2.94058 -4.32770 0.116 0.847 -0.306 -0.20
C -2.05078 3.90946 -5.29792 0.320 0.118 0.418 -0.24
C -1.51048 5.19406 -5.17834 0.039 -0.258 0.201 -0.25
C -0.69280 5.51021 -4.08843 -0.253 -0.575 0.033 -0.21
C -0.41512 4.54200 -3.11775 -0.302 0.231 -0.657 -0.25
H -2.19362 1.94771 -4.42372 -0.007 -0.041 0.038 0.19
H -2.68352 3.66501 -6.14138 -0.033 0.007 -0.050 0.20
H -1.72516 5.94346 -5.92920 -0.009 0.013 -0.017 0.20
H -0.27480 6.50430 -3.99609 0.013 0.035 0.003 0.20
H 0.21794 4.79038 -2.27585 0.006 -0.084 0.019 0.22
H 0.76658 1.05248 0.83353 1.296 1.771 0.677 -0.63
```
Forces are in eV/Å.

As for the multiplicity: 1. The total charge is 0. The calculation puts the HOMO-LUMO gap (spin up / spin down) at 4.14 / 4.15 eV. The value obtained for the calculated total energy is -87955.1626 eV. As for the highest occupied orbital energy (spin up / spin down): -4.34 / -4.35 eV.


Entry 4:
C19H28N4O4S | ωB97M-V/def2-TZVPD

```
56
Properties=species:S:1:pos:R:3:forces:R:3:nbo_charge:R:1
C -7.12617 0.42680 -1.20779 0.307 0.183 0.224 -0.63
C -6.59041 1.35760 -0.12910 -0.614 -0.231 0.082 -0.07
H -6.86144 0.98267 0.86375 0.028 0.159 -0.153 0.20
H -6.96823 2.37343 -0.26144 0.063 -0.117 0.063 0.19
O -5.17267 1.47839 -0.20504 0.199 0.121 -0.120 -0.51
C -4.44280 0.53110 0.40126 -0.206 -0.375 0.308 0.77
O -4.92120 -0.39005 1.02540 -0.073 0.153 -0.131 -0.61
C -3.01988 0.78737 0.20642 0.652 0.182 -0.142 -0.34
C -1.94220 0.08797 0.69280 -0.722 0.084 -0.059 0.07
C -0.71403 0.67458 0.27503 0.237 0.576 -0.427 -0.24
C -0.90806 1.81277 -0.53254 -0.158 -0.563 0.378 0.09
N 0.06426 2.54165 -1.06333 0.126 0.570 -0.445 -0.51
C 1.28919 2.13886 -0.78492 -0.581 0.053 -0.196 0.47
N 1.61674 1.09120 -0.04268 0.169 -0.265 0.337 -0.57
C 0.65455 0.34531 0.50201 -0.185 0.370 -0.211 0.48
N 1.03036 -0.70227 1.24763 -0.260 -0.287 0.207 -0.57
H 0.31588 -1.27667 1.66254 -0.003 0.100 -0.074 0.40
C 2.39876 -1.10019 1.45872 0.432 -0.435 0.041 -0.25
H 3.02860 -0.43091 0.87545 0.002 -0.083 0.142 0.24
H 2.64961 -0.97883 2.52021 0.085 0.046 -0.082 0.19
C 2.64802 -2.57926 1.08317 0.014 0.315 0.098 -0.21
N 2.52793 -2.97910 -0.29330 -0.105 0.018 -0.017 -0.47
C 1.19532 -3.09939 -0.85112 -0.088 -0.199 0.076 -0.21
C 0.37130 -4.18541 -0.16163 0.105 0.248 -0.183 -0.62
H 0.94659 -5.10564 -0.10750 0.044 -0.113 0.028 0.22
H 0.08009 -3.90241 0.84732 -0.071 -0.008 0.127 0.19
H -0.53461 -4.37208 -0.73325 -0.140 -0.027 0.006 0.21
H 1.32577 -3.39206 -1.89609 -0.045 0.070 -0.022 0.20
H 0.63567 -2.15081 -0.84308 0.023 -0.088 -0.155 0.17
C 3.52895 -2.47712 -1.21289 0.013 0.069 -0.213 -0.20
C 3.20984 -1.17058 -1.94986 0.073 -0.230 0.211 -0.65
H 2.36443 -1.30161 -2.62157 -0.095 0.027 -0.092 0.20
H 2.97428 -0.36471 -1.26071 0.007 0.072 -0.001 0.22
H 4.07251 -0.87770 -2.54348 0.077 0.057 -0.126 0.21
H 3.69805 -3.26045 -1.96330 0.113 0.069 0.040 0.19
H 4.45659 -2.35484 -0.64945 0.046 -0.064 -0.036 0.19
H 3.66710 -2.81877 1.40327 -0.062 -0.016 0.116 0.20
H 1.96904 -3.20196 1.67186 0.070 -0.022 0.107 0.19
C 2.42213 2.94417 -1.34329 0.055 0.078 0.161 -0.55
C 3.15221 3.68162 -0.23608 0.130 -0.180 -0.256 0.81
O 4.33740 3.87053 -0.20022 0.118 0.068 0.013 -0.59
O 2.30088 4.11366 0.69648 -0.368 -0.029 -0.045 -0.51
C 2.86800 4.84434 1.77502 0.299 0.144 0.176 -0.26
H 3.63141 4.24708 2.27772 -0.070 0.066 -0.019 0.19
H 2.04886 5.07048 2.45268 0.028 -0.019 -0.047 0.20
H 3.32676 5.76495 1.40849 -0.032 -0.067 0.057 0.19
H 3.14122 2.30511 -1.85610 -0.013 0.070 0.053 0.25
H 2.01651 3.68043 -2.03842 0.061 -0.021 0.012 0.26
S -2.58244 2.16821 -0.77239 0.415 -0.206 0.151 0.47
C -2.07147 -1.13156 1.54477 -0.174 -0.009 0.025 -0.67
H -1.60124 -0.97280 2.51602 0.069 -0.052 0.073 0.22
H -1.61300 -1.98987 1.05258 0.086 -0.106 0.013 0.22
H -3.12273 -1.35154 1.70536 0.095 -0.085 0.059 0.28
H -8.21133 0.40605 -1.16569 -0.127 -0.015 -0.020 0.22
H -6.81314 0.77259 -2.19002 -0.028 0.017 -0.102 0.21
H -6.74775 -0.58028 -1.04972 -0.022 -0.076 -0.010 0.22
```
Forces are in eV/Å.

As for the multiplicity: 1. Its relative energy (zero: lowest compared OMol25 entry of this formula, charge and spin) is 0.182 eV. The total charge is 0. As for the SMILES: CCOC(=O)c1sc2nc(CC(=O)OC)nc(NCCN(CC)CC)c2c1C. The calculation puts the HOMO-LUMO gap at 8.13 eV. The value obtained for the calculated total energy is -45144.3687 eV. As for the highest occupied orbital energy: -8.00 eV.